No. 1
A structure of composition C31H43Br2NOReSi4Te2. Source: the OMol25 dataset; level of theory: ωB97M-V/def2-TZVPD.

The geometry in XYZ format:
```
85
Properties=species:S:1:pos:R:3:mulliken_charge:R:1
Re 0.8111 -0.0888 0.8061 1.038
Te 1.3539 0.2592 -1.6338 -0.606
Te 3.1916 1.1630 1.1691 0.431
Br -3.9677 -1.5942 5.7211 -0.141
Br -1.3645 3.0901 3.9794 -0.087
Si -0.9985 0.4497 -2.7294 -0.192
Si -2.1350 2.1866 -1.5881 0.205
Si -2.2436 -1.5464 -2.8885 0.412
Si -0.0968 1.2165 -4.7913 0.338
O -0.2620 1.1359 1.8097 -0.332
N -0.5624 -1.4425 1.6634 0.715
C -1.1060 0.5840 2.7281 0.381
C 3.2650 2.8087 3.7012 -0.627
C -3.7241 -1.0749 -3.9262 -1.052
C -2.1603 -1.4949 3.4981 0.852
C -3.1791 1.3995 -0.2406 -0.537
C -2.7982 -0.7476 4.5262 -0.190
C -1.5072 1.2331 -6.0121 -1.060
C -1.3083 -0.8005 2.6326 -0.188
C 6.6623 -1.3189 1.8043 -0.653
C 0.1597 -3.4383 0.4528 -1.358
C -2.2783 -2.8836 3.2848 -0.923
C 2.5185 2.1459 5.8905 -0.576
C 5.8030 -0.2673 1.5150 -0.624
C 0.5880 2.9282 -4.4778 -0.946
C -0.6608 -2.7653 1.5028 0.526
C -2.8722 -2.0803 -1.1948 -0.349
C -1.1923 -2.8599 -3.6984 -1.171
C 1.2288 0.0307 -5.3728 -1.012
C 6.1575 -2.5890 2.0397 -0.510
C 2.8856 1.5651 3.2190 0.749
C 3.0799 3.0934 5.0494 -0.649
C 4.7898 -2.8220 1.9835 -0.820
C -0.9401 3.4226 -0.8597 -0.711
C -1.6843 1.2631 3.7659 -0.159
C -2.5474 0.5902 4.6597 -0.286
C -3.2599 2.9630 -2.8627 -1.078
C 4.4363 -0.5091 1.4718 0.661
C -1.5468 -3.5000 2.3036 -0.984
C 2.3252 0.6062 4.0556 -0.154
C 3.9217 -1.7786 1.7009 0.152
C 2.1421 0.9017 5.3961 -0.666
H -2.9100 -3.1682 -1.0992 0.464
H -0.2175 3.6651 -4.4445 0.275
H 2.3774 2.3725 6.9387 0.439
H -3.7282 2.2235 -3.5151 0.280
H -1.6268 -4.5659 2.1424 0.578
H -3.8891 -1.7082 -1.0560 0.472
H 0.9647 -2.8023 0.0791 0.112
H -3.6455 2.1581 0.3932 0.442
H 1.6849 0.3688 -6.3056 0.388
H -0.4710 -3.7062 -0.3977 0.277
H -2.9455 -3.4599 3.9126 0.420
H 0.5930 -4.3572 0.8469 0.490
H -2.3661 1.7977 -5.6454 0.333
H 7.7286 -1.1421 1.8392 0.412
H -2.5901 0.7428 0.4014 -0.237
H -0.2025 -2.9422 -3.2436 0.342
H -2.7378 3.6866 -3.4907 0.320
H -2.2714 -1.6762 -0.3798 -0.395
H 0.7969 -0.9558 -5.5552 0.260
H -4.3631 -0.3752 -3.3825 0.276
H 3.3768 4.0586 5.4367 0.427
H 3.6921 3.5586 3.0469 0.423
H -1.0508 -2.6356 -4.7578 0.326
H 6.8326 -3.4039 2.2624 0.413
H -3.4678 -0.6266 -4.8867 0.288
H 2.0420 -0.0846 -4.6511 0.337
H 1.2724 3.2264 -5.2750 0.431
H 2.8532 -1.9703 1.6563 0.120
H -4.3192 -1.9698 -4.1286 0.416
H -1.8271 0.2149 -6.2427 0.289
H -3.9795 0.8015 -0.6825 0.352
H 4.4007 -3.8160 2.1594 0.430
H -1.5007 4.1534 -0.2703 0.380
H -0.3907 3.9662 -1.6300 0.360
H 1.7156 0.1599 6.0585 0.463
H -3.0144 1.1559 5.4536 0.543
H 1.1390 2.9874 -3.5363 0.292
H 6.2071 0.7190 1.3232 0.429
H -1.1911 1.6914 -6.9526 0.429
H -0.2187 2.9507 -0.1894 -0.015
H -1.6761 -3.8374 -3.6333 0.407
H -4.0627 3.4924 -2.3423 0.414
H 2.0620 -0.3825 3.6889 0.281
```

Calculated values
E_HOMO (alpha / beta)	-13.45 / -13.47	eV
HOMO-LUMO gap (alpha / beta)	5.9 / 6.1	eV
LUMO (alpha / beta)	-7.5684 / -7.3792	eV
charge	+2
multiplicity	4

---

No. 2
A structure of composition C20H33Cl12Cs2Li2N7O8S2 at a distorted geometry. Source: the OMol25 dataset; level of theory: ωB97M-V/def2-TZVPD.

The geometry in XYZ format:
```
86
Properties=species:S:1:pos:R:3:mulliken_charge:R:1
Cs 15.2233 14.2486 14.1574 1.297
Cs 11.8220 13.3482 10.9117 1.525
Cl 10.4954 18.2178 8.2255 -0.191
Cl 12.9748 24.0612 13.5807 -0.177
Cl 10.5304 22.6940 12.5201 -0.162
Cl 16.1018 15.7757 6.4100 -0.181
Cl 14.7807 20.0468 12.5307 -0.165
Cl 11.9618 20.1781 9.9564 -0.199
Cl 7.1041 16.6543 10.8381 -0.207
Cl 8.3929 14.0935 11.5858 -0.193
Cl 15.5905 13.0571 5.7814 -0.187
Cl 14.3472 19.9833 15.4459 -0.229
Cl 18.3129 18.6597 11.7632 -0.196
Cl 18.6349 16.6969 13.9143 -0.229
S 15.5538 13.7400 10.5710 0.566
S 12.6149 16.3825 12.3878 1.261
O 14.0656 16.8284 12.4314 -1.140
O 14.3967 14.2817 9.7383 -0.665
O 11.7064 17.4147 12.9194 -0.778
O 12.5624 15.1557 13.1718 -0.722
O 16.5973 13.1105 9.7539 -0.738
O 12.2548 16.1282 10.9772 -1.515
O 16.1626 14.9467 11.2397 -0.786
O 15.0129 12.8037 11.6191 -0.515
N 11.2292 16.4074 16.5941 -0.151
N 9.0434 16.1724 14.6743 -0.183
N 10.3797 14.7191 8.4431 -0.464
N 12.2251 12.9032 17.3191 -0.569
N 15.1810 17.7768 9.3858 -0.544
N 13.0809 11.6642 14.0063 -0.204
N 10.3117 18.7165 15.4062 -0.420
C 6.5563 15.7358 14.0230 -0.996
C 10.4503 19.8334 15.5972 0.370
C 8.6097 15.7957 11.1574 1.049
C 11.7624 15.8408 19.0674 -1.145
C 14.1760 9.9553 12.4347 -0.907
C 12.6159 15.1711 7.1582 -0.102
C 10.6291 21.2084 16.0516 -0.812
C 16.4884 14.0779 6.8919 0.568
C 13.5162 10.8765 13.3134 0.260
C 10.9564 18.6615 9.8930 1.316
C 7.9424 16.0286 14.3976 0.269
C 17.7332 17.1823 12.4605 0.796
C 15.9416 19.4583 7.5757 -1.103
C 11.4975 12.9455 16.3983 0.223
C 12.2977 22.5779 12.8681 0.636
C 11.3665 14.9911 7.8823 0.165
C 10.5096 12.9813 15.3221 0.387
C 13.8808 19.3941 13.8608 1.190
C 11.5362 16.2436 17.6824 0.248
C 15.5224 18.5803 8.6073 0.350
Li 10.9481 17.0897 14.7235 1.394
Li 14.7039 16.0942 10.7527 1.318
H 6.5297 14.6205 13.8449 0.269
H 12.8079 16.1861 6.8967 0.304
H 11.4817 17.8755 10.3871 -1.120
H 12.8505 19.7531 13.7342 -0.439
H 6.2454 16.3826 13.1564 0.197
H 12.6297 14.4731 6.2981 0.390
H 15.0012 10.4430 11.8554 0.242
H 16.9104 19.1646 7.0751 0.297
H 15.1219 19.5485 6.7732 0.255
H 17.8660 16.4072 11.7565 0.041
H 10.7360 21.8462 15.1778 0.115
H 12.3983 21.7962 13.6372 -0.433
H 11.1318 12.8846 14.4131 0.002
H 12.7299 16.1220 19.3770 0.325
H 16.3051 20.4482 7.9694 0.325
H 11.0885 16.2842 19.8243 0.305
H 16.1185 13.9475 7.8937 -0.606
H 9.1758 16.3083 11.9663 -0.435
H 9.6747 12.2502 15.3501 0.393
H 17.5126 13.8403 6.8354 0.373
H 10.1219 14.0250 15.3806 -0.394
H 16.7568 17.3767 12.8215 -0.414
H 14.5622 9.1935 13.0911 0.343
H 11.8078 14.7756 19.2198 0.321
H 13.5023 9.5299 11.6620 0.255
H 9.1933 15.7330 10.2837 -0.147
H 9.7011 21.4177 16.6313 0.356
H 10.0772 18.8225 10.5296 0.249
H 12.8837 22.2083 12.0560 0.161
H 13.4496 14.8062 7.7841 -0.320
H 13.9017 18.2884 13.8032 -0.303
H 11.4350 21.2772 16.7585 0.278
H 5.9128 15.8986 14.8704 0.409
```

Calculated values
E_HOMO	-8.45	eV
HOMO-LUMO gap	8.2	eV
LUMO	-0.2554	eV

---

No. 3
A structure of composition C38H76Br38 at a distorted geometry. Source: the OMol25 dataset; level of theory: ωB97M-V/def2-TZVPD.

The geometry in XYZ format:
```
152
Properties=species:S:1:pos:R:3:mulliken_charge:R:1
Br -0.2887 -8.0701 0.8731 -0.176
Br -2.4546 -6.1676 -2.4817 -0.165
Br 0.1471 1.1656 -5.2209 -0.114
Br -0.2290 2.3375 -1.4406 0.080
Br 3.9717 4.0399 2.5995 0.043
Br -3.8919 -3.4431 3.5042 -0.209
Br -8.8781 4.4715 -3.7837 -0.161
Br -0.3662 5.3836 0.5464 -0.078
Br 7.0309 -0.4944 -1.0866 -0.175
Br -0.2241 -2.1163 -3.2593 -0.118
Br -7.5871 -6.1031 0.1617 -0.158
Br 6.6543 -2.3031 2.8083 -0.204
Br 1.1780 5.3520 4.9820 -0.155
Br 0.2399 -1.1293 1.4271 -0.022
Br 4.1274 -0.1217 1.6611 0.002
Br 1.9856 0.5414 5.6922 -0.232
Br -8.6699 0.0348 -4.1267 -0.143
Br 3.1917 4.8542 -5.0682 -0.147
Br 3.9283 -7.1204 4.2684 -0.160
Br 0.7453 -4.6355 0.3117 0.100
Br -2.9723 -0.8471 -8.2122 -0.203
Br 7.6117 3.6585 1.1499 -0.157
Br -4.2499 -1.4884 -3.6025 -0.076
Br -3.0037 7.8513 -3.0823 -0.138
Br -4.9870 5.7519 -0.0134 -0.120
Br 3.9834 6.0160 -1.6324 -0.165
Br -1.1448 5.3992 -5.2782 -0.167
Br 3.1260 0.0671 -2.0598 -0.052
Br 2.8850 -3.9026 3.5332 0.139
Br -1.4613 1.5664 3.4220 -0.070
Br 4.5659 -4.2043 -3.1715 -0.186
Br -3.9984 4.3445 4.3624 -0.155
Br -4.5960 1.9479 1.3795 -0.121
Br -4.3314 2.7397 -3.6713 -0.007
Br 7.1166 4.8240 5.8502 -0.148
Br -1.1900 -5.4174 5.1855 -0.187
Br -4.2840 -2.6812 -0.1804 0.020
Br 5.5735 -5.7945 -0.2476 -0.193
C -1.9321 -3.4941 3.0653 -0.119
C -6.2371 3.1673 -4.2390 -0.329
C 3.3616 -2.7318 -2.5513 0.113
C 2.9522 -4.6544 5.3643 -0.817
C 6.4145 -4.2330 0.5979 -0.240
C 0.5157 5.9512 2.1873 -0.649
C -5.7893 -5.2914 -0.1072 -0.384
C 1.4858 -7.1978 1.3189 -0.250
C -1.2153 -4.8609 -3.1688 -0.509
C 5.4207 4.3000 5.1124 -0.367
C 2.5538 -6.1471 5.2829 -0.435
C 1.8710 -6.2289 0.1998 -0.066
C 3.3656 0.7211 3.2652 0.054
C 2.7237 -0.3924 4.0347 -0.175
C 5.5112 4.7004 3.6982 -0.524
C -5.0929 5.3918 1.9261 -0.764
C 0.4547 0.5081 0.3284 -0.053
C -3.0529 0.4022 3.4215 -0.364
C 2.3202 4.2346 -3.3534 0.039
C -1.3784 -0.5581 -6.9732 -0.455
C -5.9829 -3.7630 0.0610 -0.807
C -1.4499 -3.5196 -2.5184 0.511
C -6.9673 4.1383 -3.1828 -0.567
C -2.5566 5.9747 -2.7946 0.153
C 0.3152 4.8783 3.2681 0.049
C 7.0929 1.7673 0.7104 -0.254
C -1.4601 -4.9375 3.2464 -0.069
C -1.1530 5.7426 -3.3294 0.207
C 5.6219 -3.8005 1.8523 -0.133
C -3.7213 4.9401 2.4926 -0.579
C -3.7347 0.2179 2.0363 0.081
C -6.9816 -0.5332 -3.2751 -0.485
C 3.6694 -1.4626 -3.2637 -0.724
C -1.4502 0.8549 -6.3841 -0.465
C -6.0375 -1.1379 -4.3215 -0.614
C 3.3360 4.2144 -2.2177 -0.531
C -0.4747 0.5263 -0.7992 0.437
C 7.7910 1.2879 -0.5115 -0.507
H 1.5454 4.9059 -2.9831 0.195
H 1.4965 0.5112 0.0080 -0.242
H 3.3655 -1.1429 4.4964 0.343
H 3.1537 -1.4547 -4.2239 0.443
H 4.1075 1.3040 3.8110 0.274
H -6.2780 3.6286 -5.2257 0.463
H 2.3679 -4.0497 6.0579 0.469
H -7.3169 -1.1733 -2.4591 0.239
H -0.7685 4.8899 -2.7698 -0.614
H -7.1040 3.6045 -2.2423 0.328
H -6.3992 5.0409 -2.9577 0.351
H 1.8973 -0.7954 3.4493 -0.180
H -0.4918 -5.0786 2.7663 -0.347
H 2.2469 -7.9724 1.4130 0.480
H -0.7432 4.8067 3.5187 0.077
H 7.4515 -4.5013 0.7994 0.453
H -1.3749 -4.6552 -4.2273 0.441
H -2.4670 -3.1415 -2.6227 -0.239
H -2.1529 -5.5760 2.6984 0.525
H 4.1433 3.5200 -2.4504 0.527
H 6.3683 4.2008 3.2467 0.039
H 2.6546 -6.5409 6.2943 0.432
H 4.6478 -3.3825 1.5985 -0.191
H 6.4312 -3.4788 -0.1889 -0.039
H 0.6506 3.8931 2.9440 -0.131
H -5.0809 -5.7594 0.5765 0.306
H 1.5673 -6.3508 4.8663 0.065
H 3.5512 -2.6008 -1.4860 0.029
H 3.9822 -4.5680 5.7103 0.433
H -0.1969 -5.1860 -2.9564 0.322
H 0.1002 6.9495 2.3248 0.440
H 2.3571 -3.1095 -2.7425 -0.147
H -3.0332 5.7854 2.4858 0.522
H 1.5612 6.1444 1.9470 0.375
H -2.5604 5.8739 -1.7093 -0.217
H -2.4101 1.0112 -5.8919 0.207
H 4.5822 4.7734 5.6232 0.344
H -5.4926 6.2492 2.4677 0.479
H -5.7865 4.5551 2.0092 0.374
H 2.8731 -5.8249 0.3431 -0.321
H -6.3693 0.2655 -2.8564 0.283
H -6.6986 2.1798 -4.2362 -0.027
H -1.5028 0.2847 -0.5295 0.324
H -6.7602 -3.3470 -0.5800 0.462
H 1.5876 -6.7215 -0.7303 0.506
H 5.2777 3.2294 5.2591 0.233
H 2.6366 1.4840 2.9919 -0.153
H 7.2772 1.1980 1.6215 0.346
H 2.9732 3.6763 -1.3420 0.135
H -0.5773 6.6616 -3.2198 0.551
H -3.3198 5.4051 -3.3249 0.046
H -1.2700 -1.2713 -6.1561 0.162
H -6.5160 -2.0546 -4.6661 0.462
H -2.9675 -0.0180 1.2988 -0.364
H -1.7162 -3.1499 2.0538 -0.054
H -0.1093 -0.0728 -1.6333 -0.373
H -3.7854 0.7807 4.1345 0.453
H -5.8715 -0.5065 -5.1944 0.379
H 5.5603 5.7790 3.5494 0.411
H -1.1345 -3.4170 -1.4801 -0.413
H -2.7261 -0.5623 3.8102 0.067
H 5.4745 -4.6525 2.5159 0.425
H -4.4663 -0.5862 1.9570 0.384
H -0.5241 -0.7801 -7.6128 0.460
H 1.8798 3.2533 -3.5299 -0.051
H -6.3539 -3.5591 1.0654 0.355
H -3.2225 4.1859 1.8839 0.226
H 7.5750 2.0166 -1.2928 0.358
H -1.3720 1.6450 -7.1309 0.396
H 0.1969 1.3652 0.9504 -0.005
H 1.3630 -6.7256 2.2936 -0.166
H 4.7323 -1.2882 -3.4313 0.517
H -5.5627 -5.4275 -1.1646 0.260
H 8.8703 1.1457 -0.4567 0.403
H 6.0093 1.7786 0.5932 0.019
H -1.3967 -2.7816 3.6928 0.443
```

Calculated values
E_HOMO	-9.93	eV
ΔE to the lowest compared entry with this formula, charge and spin	44.3	kcal per mole
HOMO-LUMO gap	9.8	eV
LUMO	-0.0999	eV